Entry 1:
Below is a structure of composition C32H42CdFN6O6PSi, with properties calculated with wB97M-V/def2-TZVPD.

Cartesian coordinates (Å):
Cd -0.11503 0.63818 -0.20428
C 5.28384 1.48443 2.12446
C 4.41264 0.76424 1.08920
C 5.28120 0.24765 -0.05109
C 3.28360 1.67058 0.63553
C 2.28945 2.02547 1.54931
C 1.27733 2.90982 1.21214
C 1.19997 3.45939 -0.07035
C 0.10055 4.42701 -0.41656
C 2.16711 3.07597 -0.99298
C 3.19759 2.20531 -0.64495
H 6.09442 0.83753 2.46330
H 4.70644 1.78912 2.99652
H 5.72338 2.38170 1.68332
H 3.95202 -0.09709 1.58690
H 5.83992 1.06104 -0.51954
H 4.69255 -0.24409 -0.82979
H 6.00658 -0.47325 0.32653
H 2.30089 1.59088 2.54217
H 0.52873 3.17872 1.94688
H -0.88052 3.96322 -0.30395
H 0.19413 4.78009 -1.44238
H 0.12846 5.29251 0.24729
H 2.12172 3.47086 -2.00137
H 3.93818 1.95091 -1.39268
C -4.21445 -0.76635 0.43698
Si -2.80371 -1.41741 -0.59601
C -3.50225 -2.59968 -1.88230
C -1.68815 -2.44816 0.52285
N -1.85800 -0.14422 -1.28470
C -2.41313 0.74383 -2.18200
C -3.68887 0.61666 -2.77336
C -4.20236 1.54103 -3.66973
C -3.47339 2.66084 -4.04452
C -2.20767 2.82665 -3.50123
C -1.73071 1.88713 -2.62220
F -0.44946 2.11139 -2.12641
H -4.62615 -1.55955 1.06689
H -5.02547 -0.37330 -0.17796
H -3.87095 0.04526 1.08361
H -3.45097 -3.62782 -1.51682
H -2.94089 -2.54867 -2.81833
H -4.54807 -2.39142 -2.11517
H -1.44470 -3.40143 0.04655
H -2.21933 -2.68472 1.44831
H -0.75517 -1.96472 0.81802
H -4.29113 -0.24462 -2.51764
H -5.19079 1.37910 -4.07978
H -3.87388 3.38715 -4.73720
H -1.58176 3.67335 -3.75134
O -1.51838 1.62970 1.37422
C -1.12459 0.77738 2.20465
O -0.10146 0.05640 2.02516
C -1.93961 0.57011 3.44412
C -2.97569 1.44237 3.74975
C -3.73717 1.19024 4.87219
C -3.52748 0.10364 5.69617
C -2.49051 -0.73796 5.35469
C -1.68820 -0.53052 4.25061
N -2.23346 -1.91895 6.20968
O -2.91367 -2.04493 7.20138
O -1.31732 -2.64288 5.89353
N -4.83942 2.11839 5.20998
O -5.56252 1.81028 6.12915
O -4.94074 3.12296 4.54535
H -3.18311 2.29116 3.11452
H -4.14587 -0.07957 6.56176
H -0.88349 -1.21061 4.01383
C 2.21987 -2.72459 -4.01246
N 3.29165 -1.91525 -3.42957
C 3.97221 -2.71330 -2.40791
N 3.08736 -3.25203 -1.37604
C 2.01287 -4.00554 -2.02628
N 1.27194 -3.24310 -3.02970
C 0.49556 -2.16520 -2.41877
P 1.57265 -0.96085 -1.50768
C 2.77932 -0.66120 -2.88457
C 2.55465 -2.18694 -0.52830
H 2.68185 -3.57347 -4.51953
H 1.68301 -2.12765 -4.75127
H 4.74300 -2.10332 -1.93273
H 4.45594 -3.55299 -2.90952
H 1.31852 -4.36419 -1.26478
H 2.46092 -4.86810 -2.52240
H -0.24280 -2.57686 -1.73210
H -0.05745 -1.61640 -3.18358
H 3.60570 -0.04061 -2.53168
H 2.26365 -0.10002 -3.66708
H 1.90477 -2.61000 0.24139
H 3.37371 -1.67611 -0.01638

Max |F|: 0.6 eV/A
ΔE to the lowest compared entry with this formula, charge and spin: 0.475 eV
HOMO level: -7.384 eV
Lowest unoccupied orbital energy: -0.787 eV
Net charge: 0
Orbital gap: 0.2424 Eh

=====

Entry 2:
Below is a structure of composition C8H8NO4S in a non-equilibrium geometry, with properties calculated with wB97M-V/def2-TZVPD.

Cartesian coordinates (Å):
C 1.29943 -1.47271 1.47222
C 1.95005 -1.66902 0.28383
C 0.32907 -0.52297 1.67360
C 1.63662 -0.80372 -0.70373
C 0.12290 0.39095 0.71246
C 0.74298 0.23630 -0.54225
C -1.38036 1.95332 2.44925
C -0.94171 1.69836 1.02194
N -2.11085 0.76183 -1.17995
O -2.60743 2.06808 2.50061
O -0.58271 2.08162 3.34396
O -3.11348 2.71986 -0.23381
O 0.49943 1.07669 -1.64921
S -2.68362 1.52723 0.44307
H 1.48900 -2.10311 2.31110
H 2.81010 -2.40197 0.28780
H -0.18860 -0.34068 2.58294
H 2.12848 -0.83264 -1.63817
H -0.60360 2.50157 0.42489
H -2.60025 1.30069 -1.89828
H -1.88060 -0.19010 -1.42346
H -0.50219 0.99193 -1.68601

Max |F|: 5.3 eV/A
ΔE to the lowest compared entry with this formula, charge and spin: 1.048 eV
HOMO level: -4.781 eV
Lowest unoccupied orbital energy: 3.312 eV
Net charge: -1
Orbital gap: 0.2974 Eh

=====

Entry 3:
Below is a structure of composition C2H3NOS2 in a non-equilibrium geometry, with properties calculated with wB97M-V/def2-TZVPD.

Cartesian coordinates (Å):
C 0.46356 -1.26394 0.52753
C -0.91070 0.31884 -0.08246
N 0.20164 -1.73543 -0.64124
O -0.20443 -0.19467 0.96111
S -0.96977 -0.87241 -1.36202
S 0.34392 2.38067 -0.61882
H 1.36654 -1.44337 1.00475
H -1.80010 0.92476 0.22007
H 1.50935 1.88555 -0.00893

Max |F|: 3.0 eV/A
ΔE to the lowest compared entry with this formula, charge and spin: 2.770 eV
HOMO level: -8.401 eV
Lowest unoccupied orbital energy: -0.270 eV
Net charge: 0
Orbital gap: 0.2988 Eh

=====

Entry 4:
Below is a cluster of 2 separate species, C2H3F2IO in total in a non-equilibrium geometry, with properties calculated with wB97M-V/def2-TZVPD.

Cartesian coordinates (Å):
F -1.74353 1.60032 -2.09117
C -0.95467 0.56257 -2.04437
F -1.67783 -0.54812 -1.97441
C 0.33646 0.64104 -2.15530
I 1.22778 2.52359 -2.43991
H 1.11150 -0.16742 -2.04715
O -0.61411 -0.37693 0.99307
H -1.13141 -1.17774 0.99768
H -1.42817 0.20583 1.13577

Max |F|: 2.8 eV/A
ΔE to the lowest compared entry with this formula, charge and spin: 1.548 eV
HOMO level: -9.156 eV
Lowest unoccupied orbital energy: 0.365 eV
Net charge: 0
Orbital gap: 0.3499 Eh